2 unconnected molecules or ions with the total composition C5H11O3. Source: OMol25; level of theory: wB97M-V/def2-TZVPD.

As for the total charge: -1. Its gap between HOMO and LUMO is 7.8 eV. Its HOMO energy is -4.0 eV. Its total energy is -422.8734 Eh.

CARTESIAN COORDINATES (ANGSTROEM)
C -1.44645 0.58681 -0.32982
C -2.89862 0.45324 0.20583
C -0.53990 1.05793 0.83217
O -0.93325 -0.56143 -0.91293
H -1.41238 1.34767 -1.13784
H -2.94271 0.56169 1.28396
H 0.52478 1.16415 0.60423
H -0.92473 2.00251 1.21746
H -0.55879 0.27230 1.60578
H -0.73428 -1.28365 -0.30138
H -3.44857 -0.34615 -0.24437
H -3.42883 1.35162 -0.24159
C 3.20086 -0.52784 -0.35611
C 2.05972 -1.58000 -0.30678
O 1.92567 -2.39323 -1.23904
O 1.25029 -1.34314 0.63479
H 3.74336 -0.31864 0.55955
H 2.75951 0.42381 -0.67541
H 3.80433 -0.86767 -1.19851

A molecular structure, C41H40N7O6S2SbZn. Source: OMol25; level of theory: wB97M-V/def2-TZVPD.

Its gap between HOMO and LUMO is 8.0 eV. Its HOMO energy is -8.2 eV. Its total energy is -5237.2205 Eh.

CARTESIAN COORDINATES (ANGSTROEM)
Zn 0.01248 -0.90433 1.28642
N -0.42845 3.90346 3.81208
C -1.21111 2.80825 3.69937
N -0.82785 1.59497 3.85836
C 0.52324 1.36426 4.06259
N 1.03927 0.18860 3.95877
N 0.18414 -0.75366 3.43116
C -0.26527 -1.66931 4.18181
C -1.20077 -2.64199 3.59508
C -1.72832 -3.69171 4.33402
C -2.67340 -4.51073 3.73115
C -3.05574 -4.24604 2.42781
C -2.45576 -3.18470 1.76045
N -1.54831 -2.40609 2.32833
C 1.40509 2.49481 4.38594
C 2.73268 2.33679 4.78207
C 3.53028 3.44184 4.99077
C 3.01547 4.72384 4.79609
C 1.70608 4.90201 4.40316
C 0.90380 3.78144 4.19934
H -0.79658 4.80161 3.54886
H -2.25156 3.00714 3.46256
H -0.03104 -1.70844 5.24250
H -1.40816 -3.85524 5.35410
H -3.10719 -5.33909 4.27517
H -3.79812 -4.84891 1.92417
H -2.71981 -2.94243 0.73780
H 3.11854 1.33377 4.89696
H 4.56064 3.31438 5.29279
H 3.64732 5.58770 4.95280
H 1.29952 5.89420 4.25089
C 2.03889 -3.17288 -2.60147
C 2.09366 -4.29796 -1.58614
C 0.81176 -4.49061 -0.73447
C 1.00773 -5.71519 0.17272
C -0.16552 -5.96793 1.10665
C -0.33920 -4.73249 -1.69607
O -0.50815 -5.78723 -2.27021
N -1.16667 -3.66245 -1.91584
C -1.16461 -2.42670 -1.24414
O -2.02274 -1.61147 -1.52525
N -0.22543 -2.24378 -0.28413
C 0.61068 -3.23102 0.09791
O 1.25835 -3.06997 1.13374
H 2.99770 -3.08802 -3.11627
H 1.82283 -2.21255 -2.13353
H 1.27317 -3.35246 -3.35694
H 2.91171 -4.14376 -0.87732
H 2.28333 -5.24942 -2.08931
H 1.92000 -5.56276 0.74911
H 1.16058 -6.57867 -0.47703
H -0.30414 -5.13534 1.79555
H 0.00224 -6.86701 1.70141
H -1.09040 -6.11758 0.54656
H -1.90794 -3.77997 -2.59141
C 3.74894 -0.72888 -0.57156
S 2.57526 0.45945 0.03971
O 3.31260 1.65904 0.33841
O 1.96461 -0.16076 1.22315
O 1.57567 0.58983 -1.03913
H 4.67732 -0.59536 -0.02275
H 3.90934 -0.54901 -1.63165
H 3.35141 -1.72594 -0.40045
S -1.09827 1.16152 0.76210
Sb -0.63356 1.81196 -1.39832
C 0.66954 3.35948 -1.97010
C 1.66929 3.89296 -1.17347
C 2.44887 4.93426 -1.66072
C 2.23210 5.43461 -2.93552
C 1.23175 4.89601 -3.73320
C 0.44741 3.86015 -3.25034
C -2.48524 2.88223 -1.59749
C -2.50506 4.27229 -1.65183
C -3.70652 4.96876 -1.60253
C -4.90426 4.28168 -1.49554
C -4.89523 2.89514 -1.42305
C -3.69466 2.20486 -1.45988
C -0.73326 0.57328 -3.11719
C -1.92863 0.53956 -3.82544
C -2.03600 -0.20332 -4.99182
C -0.94337 -0.90774 -5.46988
C 0.25754 -0.85515 -4.77935
C 0.36610 -0.11944 -3.60838
H 1.86715 3.48837 -0.19082
H 3.23492 5.34442 -1.04015
H 2.84638 6.24260 -3.31206
H 1.06222 5.27922 -4.73113
H -0.33273 3.44552 -3.88151
H -1.58276 4.83252 -1.74421
H -3.70142 6.05047 -1.65032
H -5.84181 4.82167 -1.46109
H -5.82566 2.34968 -1.32700
H -3.70663 1.12483 -1.35467
H -2.79237 1.08991 -3.48168
H -2.97788 -0.22633 -5.52476
H -1.02330 -1.48567 -6.38179
H 1.12272 -1.38797 -5.15409
H 1.30854 -0.07987 -3.08602

A molecular structure, C6H20AgBr2O10P2. Source: OMol25; level of theory: wB97M-V/def2-TZVPD.

As for the total charge: -2. Its gap between HOMO and LUMO (spin up / spin down) is 4.6 / 4.5 eV. Its multiplicity is 2. Its HOMO energy (spin up / spin down) is -0.3 / -0.2 eV. Its total energy is -6970.8465 Eh.

CARTESIAN COORDINATES (ANGSTROEM)
Ag -2.02145 -0.39037 1.19601
Br -4.56993 -2.00916 0.75107
Br -3.10103 2.09551 0.91051
O -2.53212 -0.53459 3.31916
H -1.78025 -0.27961 3.87230
O -1.17129 -2.40530 1.64806
H -0.33683 -2.77153 1.96607
C -0.54290 2.87863 -1.51064
O -0.85398 2.04696 -2.65722
P -0.91852 0.49905 -2.42754
O -1.10881 0.06410 -1.07018
O -2.01926 0.05125 -3.45463
C -2.32459 -1.33001 -3.62236
O 0.43026 -0.06409 -3.08414
C 0.89057 0.36073 -4.35141
H 0.11031 2.32924 -0.83353
H -1.45289 3.13430 -0.96805
H -0.04813 3.77316 -1.88735
H -3.28980 -1.55957 -3.17458
H -1.57820 -2.00416 -3.20132
H -2.38601 -1.50793 -4.69974
H 0.10597 0.48598 -5.10596
H 1.56684 -0.39066 -4.75556
H 1.37678 1.32963 -4.22378
C 1.21411 -1.53107 3.78783
O 2.08485 -1.19605 2.71182
P 1.62070 0.01292 1.77964
O 0.19719 0.13004 1.61054
O 2.31295 1.32017 2.32328
C 1.68463 2.06146 3.34005
O 2.52440 -0.24520 0.52085
C 2.18725 -1.37608 -0.28923
H 1.33851 -2.58791 4.03684
H 0.15418 -1.39195 3.54942
H 1.45493 -1.01224 4.72502
H 0.83042 1.60894 3.83997
H 1.24699 2.95340 2.85965
H 2.40005 2.53222 4.01558
H 3.10239 -1.80171 -0.70017
H 1.46978 -1.11495 -1.06485
H 1.73195 -2.16357 0.31857

10 unconnected molecules or ions with the total composition C9H36N18O13S. Source: OMol25; level of theory: wB97M-V/def2-TZVPD.

As for the total charge: -2. Its gap between HOMO and LUMO is 8.2 eV. Its HOMO energy is -4.2 eV. Its total energy is -2726.9006 Eh.

CARTESIAN COORDINATES (ANGSTROEM)
S 0.11575 -0.21285 -0.03799
O -0.75480 -1.33146 0.25953
O -0.45071 0.44351 -1.22157
O -0.00953 0.61334 1.12015
O 1.49181 -0.61618 -0.30471
C 4.42486 -2.28179 -1.13403
O 5.29576 -3.08590 -1.32535
N 4.44854 -1.10367 -0.45933
N 3.19879 -2.49681 -1.50049
H 5.21563 -0.81001 0.12840
H 3.62315 -0.52171 -0.47229
H 2.47874 -1.87035 -1.17008
H 3.00830 -3.20690 -2.19301
C -3.11825 -0.05138 2.54935
O -4.01815 0.19195 3.41188
N -1.86961 0.17737 2.86811
N -3.29268 -0.56032 1.32367
H -1.54941 0.38959 3.80220
H -1.15433 0.09882 2.15937
H -4.23901 -0.51189 0.97407
H -2.45200 -0.76833 0.80398
C 2.39740 1.45281 4.01361
O 2.63345 0.29036 4.14332
N 3.00554 2.42964 4.58598
N 1.67659 1.90824 2.99646
H 2.66564 3.34591 4.33097
H 3.83742 2.31877 5.14792
H 1.86248 2.81566 2.59379
H 1.18513 1.28428 2.37257
C -0.06593 -2.37543 3.56114
O 0.02525 -2.74756 4.71374
N -0.91028 -2.90699 2.73889
N 0.63482 -1.37273 2.98559
H -1.57236 -3.63021 2.98117
H -1.01265 -2.53794 1.80432
H 1.49152 -1.04145 3.40560
H 0.63040 -1.48328 1.98167
C -4.25185 1.94834 -1.03345
O -4.80793 0.97900 -0.60390
N -2.98517 2.12774 -1.05466
N -4.81345 3.08458 -1.39920
H -2.60968 2.58649 -1.87238
H -2.39657 1.43763 -0.61037
H -5.80807 3.14706 -1.56331
H -4.27868 3.85225 -1.77973
C -0.55960 -4.52264 -0.94708
O -0.35549 -5.73707 -0.96017
N -0.10798 -3.51968 -1.61767
N -1.41376 -4.01601 -0.09565
H 0.44868 -3.65197 -2.44997
H -0.06326 -2.71106 -1.01414
H -1.99611 -4.61273 0.47434
H -1.60356 -3.02544 -0.14898
C -2.58918 -0.34109 -3.57128
O -3.44595 -0.55441 -4.36684
N -1.66028 0.58138 -3.65905
N -2.36932 -1.03913 -2.50667
H -0.98154 0.61513 -2.91187
H -1.54914 1.18004 -4.46487
H -3.06975 -1.76434 -2.44688
H -1.73071 -0.89064 -1.73841
C 1.38512 3.85604 0.25269
O 1.63517 5.01942 -0.00895
N 0.27990 3.40023 0.82267
N 2.07783 2.82366 -0.11866
H 0.29002 2.42798 1.09601
H -0.51155 4.02122 0.91258
H 1.73056 1.88504 0.01738
H 3.05336 2.96813 0.09943
C 2.31660 1.28123 -3.45958
O 2.95153 1.78843 -4.38747
N 2.60294 0.09627 -2.87579
N 1.26116 1.78520 -2.94537
H 3.27514 -0.48685 -3.35352
H 2.10587 -0.16854 -2.03741
H 0.88402 2.58895 -3.42688
H 0.78348 1.32473 -2.18387

C4H3NO2 in the gas phase. Source: OMol25; level of theory: wB97M-V/def2-TZVPD.

Its gap between HOMO and LUMO is 10.3 eV. As for the SMILES: [H]/N=C1/C=CC(=O)O1. Its HOMO energy is -10.7 eV. Its total energy is -359.4307 Eh.

CARTESIAN COORDINATES (ANGSTROEM)
H -1.45786 0.76903 2.27413
N -1.24361 1.18377 1.37008
C -0.41747 0.49375 0.71714
C 0.04466 0.78509 -0.66038
C 0.83751 -0.18853 -1.07767
C 0.61865 -1.24960 -0.08636
O 0.40472 -2.36401 -0.43401
O 0.15723 -0.70613 1.12098
H -0.24492 1.67569 -1.18624
H 1.30108 -0.39906 -2.03768

C3H6N2OS in the gas phase. Source: OMol25; level of theory: wB97M-V/def2-TZVPD.

Its gap between HOMO and LUMO is 8.3 eV. As for the SMILES: CN/N=C\C(O)=S. Its HOMO energy is -8.6 eV. Its total energy is -700.7254 Eh.

CARTESIAN COORDINATES (ANGSTROEM)
C 2.27039 -0.07887 0.29176
N 0.92945 0.20464 -0.36933
N 0.11968 -0.82824 -0.44412
C -1.14397 -1.05497 -0.33917
C -2.11128 0.03659 -0.24797
O -1.53784 1.25083 -0.34209
S -3.74094 -0.24727 0.08788
H 2.78837 -0.99410 -0.13607
H 2.13268 -0.09892 1.40928
H 3.15097 0.71185 0.07372
H 0.70738 1.22823 -0.20045
H -1.37797 -2.16036 -0.00719
H -2.18691 2.03060 0.22375

A molecular structure, C32H33CaN8O2. Source: OMol25; level of theory: wB97M-V/def2-TZVPD.

As for the total charge: +1. Its gap between HOMO and LUMO is 6.2 eV. Its HOMO energy is -9.4 eV. Its total energy is -2505.1833 Eh.

CARTESIAN COORDINATES (ANGSTROEM)
Ca 0.39161 -0.08231 1.43644
C 0.29810 -2.69400 5.18442
C -0.11694 -3.82665 4.59357
C 0.48486 -4.00193 3.24988
C 0.50824 -2.68102 2.49025
C 1.32661 -1.58953 3.15841
C 1.14722 -1.68889 4.50074
C 0.42121 -3.11624 -0.14544
C 0.20894 -4.11262 -1.13295
C -0.11664 -3.74710 -2.39948
C -0.25436 -2.37297 -2.71286
C -0.61127 -1.91473 -4.00196
C -0.74888 -0.57940 -4.24906
C -0.53273 0.35002 -3.21056
C -0.18172 -0.06243 -1.95597
C -0.03284 -1.44255 -1.67881
N 0.30573 -1.83128 -0.40856
H -0.00447 -2.47821 6.20318
H -0.74183 -4.56216 5.08328
H 1.55239 -4.22028 3.38976
H 1.56115 -0.92594 5.15497
H 0.31290 -5.15334 -0.85684
H -0.27955 -4.48860 -3.17217
H -0.77834 -2.64255 -4.78624
H -1.02752 -0.23329 -5.23513
H -0.65524 1.40739 -3.40980
H -0.02440 0.66810 -1.16859
N 2.70771 0.51568 0.52328
C 2.67514 1.86752 -0.05610
C 4.05267 2.51526 -0.18891
C 4.14282 3.90860 -0.83849
C 3.21810 4.18385 -2.02485
N 1.85686 4.41511 -1.52836
C 0.74283 4.16402 -2.18626
N 0.74813 4.12361 -3.52686
N -0.38500 3.93069 -1.50844
C 1.62367 2.68400 0.72259
O 1.89979 3.80346 1.15297
O 0.46073 2.14242 0.76567
H 3.21788 0.50751 1.40431
H 3.18300 -0.13516 -0.09135
H 2.23886 1.74787 -1.05592
H 4.66905 1.81753 -0.76432
H 4.50366 2.58289 0.80373
H 5.16632 4.05451 -1.18571
H 3.95962 4.67529 -0.08570
H 3.20084 3.34473 -2.72697
H 3.57348 5.06736 -2.55976
H 1.78062 4.53092 -0.51457
H 1.49980 4.55531 -4.03634
H -0.08382 3.88674 -4.03710
H -0.32699 3.56852 -0.55808
H -1.27048 3.88191 -1.98159
C -5.10733 2.54540 -0.07707
C -5.53246 1.22090 -0.08857
C -4.67893 0.20923 0.31347
C -3.38706 0.53355 0.71546
C -2.94715 1.85143 0.71093
C -3.81806 2.86113 0.32716
N -2.43055 -0.44092 1.13440
N -2.90007 -1.53435 1.46466
C -1.86772 -2.49034 1.85594
C -2.25783 -3.88173 1.68441
C -1.37091 -4.87944 1.70058
C 0.09876 -4.75713 1.94553
C 0.82630 -3.55071 1.23173
N -0.76103 -2.01808 2.22211
H -5.78770 3.33129 -0.37748
H -6.53768 0.97933 -0.40673
H -4.99425 -0.82443 0.31638
H -1.93820 2.08290 1.03288
H -3.49700 3.89470 0.36187
H -3.30737 -4.07357 1.50374
H -1.74902 -5.88408 1.54674
H 0.58064 -5.72386 1.81507
H 1.89712 -3.76888 1.22940

4 unconnected molecules or ions with the total composition C28H62BBr3N4O8. Source: OMol25; level of theory: wB97M-V/def2-TZVPD.

Its gap between HOMO and LUMO is 8.9 eV. As for the SMILES: C/C(Br)=C(\Br)[C@]1(B(N)O)CCO[C@H]1CCCBr.COCCNCCOC.COCCNCCOC.COCCNCCOC. Its HOMO energy is -8.5 eV. Its total energy is -9671.7954 Eh.

CARTESIAN COORDINATES (ANGSTROEM)
C -6.59494 5.84051 1.87258
C -5.69714 4.64258 2.01298
Br -6.64907 3.13304 2.67562
C -4.39809 4.60447 1.70294
Br -3.74891 6.23631 0.94817
C -3.39472 3.44671 1.79930
B -3.64222 2.49598 0.52468
N -2.55558 2.07786 -0.36722
O -4.92669 2.09932 0.26137
C -3.34568 2.85978 3.22055
C -2.67869 4.01785 3.98728
O -1.89723 4.73751 3.03770
C -1.93343 4.00140 1.81398
C -0.81335 2.93089 1.84641
C 0.32508 3.29457 2.79576
C 1.55936 2.44690 2.50852
Br 2.56154 3.15478 0.99043
H -6.88722 5.98501 0.83097
H -6.11155 6.73896 2.25115
H -7.50619 5.68493 2.44515
H -2.47642 2.66081 -1.19241
H -2.71448 1.11962 -0.66666
H -4.94598 1.31834 -0.30491
H -4.30025 2.66040 3.69203
H -2.79105 1.92450 3.26612
H -2.05554 3.65368 4.80706
H -3.46428 4.68170 4.35492
H -1.69550 4.65531 0.97942
H -0.38462 2.88629 0.84607
H -1.17908 1.92358 2.04668
H 0.04399 3.12628 3.83833
H 0.59270 4.34235 2.66327
H 2.25609 2.49320 3.33990
H 1.30891 1.41768 2.26532
C -1.64777 -3.21540 -5.93112
O -2.62067 -3.90053 -5.17131
C -2.09857 -4.80809 -4.20994
C -2.32623 -4.30840 -2.80040
N -1.51060 -3.13830 -2.51615
C -1.82510 -2.46341 -1.26159
C -3.21759 -1.87496 -1.08557
O -3.49638 -0.75841 -1.91899
C -3.92566 -1.06525 -3.23363
H -2.16949 -2.71347 -6.74405
H -1.11054 -2.46221 -5.34354
H -0.91580 -3.90763 -6.35861
H -1.03394 -4.98842 -4.38875
H -2.62875 -5.75607 -4.33419
H -2.05992 -5.10461 -2.09726
H -3.40339 -4.11808 -2.69017
H -1.60214 -2.48068 -3.27960
H -1.10409 -1.65025 -1.14209
H -1.64568 -3.16164 -0.43970
H -3.27715 -1.50050 -0.05960
H -4.00952 -2.62588 -1.19018
H -4.50669 -1.99063 -3.25956
H -3.08737 -1.14945 -3.93010
H -4.55689 -0.24345 -3.57133
C -2.10074 -7.49964 5.16709
O -0.74021 -7.12687 5.11894
C 0.08969 -7.98896 4.35199
C 0.55977 -7.31545 3.08160
N -0.53923 -7.12280 2.14824
C -0.22609 -6.28931 0.99501
C 0.17945 -4.84024 1.23631
O -0.86221 -4.01752 1.73048
C -1.07443 -4.06381 3.12828
H -2.57595 -6.88431 5.92900
H -2.61528 -7.33333 4.21370
H -2.21631 -8.55217 5.44384
H -0.43210 -8.92356 4.12380
H 0.96379 -8.22901 4.96302
H 1.31859 -7.94724 2.60903
H 1.04673 -6.37343 3.37043
H -1.32394 -6.71871 2.64280
H -1.10920 -6.27968 0.35043
H 0.57415 -6.77532 0.42648
H 0.45353 -4.41620 0.26619
H 1.06394 -4.75293 1.87877
H -0.14143 -4.23339 3.67269
H -1.79720 -4.83424 3.41248
H -1.48437 -3.09902 3.42724
C 8.59814 2.20314 -3.60950
O 8.81091 3.27448 -2.71622
C 8.88806 4.55593 -3.32593
C 7.67838 5.40166 -2.99401
N 6.48092 4.88868 -3.64051
C 5.23486 5.50969 -3.20799
C 4.82771 5.37602 -1.74517
O 4.47446 4.06357 -1.35508
C 5.55483 3.21851 -1.00722
H 8.75320 1.28234 -3.04986
H 7.58183 2.19440 -4.01948
H 9.30775 2.23158 -4.44252
H 9.00578 4.46009 -4.40997
H 9.77894 5.05117 -2.93043
H 7.85898 6.42302 -3.34461
H 7.59261 5.43798 -1.89896
H 6.42235 3.89131 -3.48123
H 4.43049 5.08276 -3.81184
H 5.28155 6.57661 -3.45227
H 3.92557 5.97685 -1.60481
H 5.58532 5.78119 -1.06269
H 6.37585 3.78146 -0.55386
H 5.93813 2.66331 -1.86888
H 5.18217 2.49600 -0.28202